Below is 9 unconnected molecules or ions with the total composition C29H78N2O9 at a distorted geometry, with properties calculated with wB97M-V/def2-TZVPD.

```
118
Properties=species:S:1:pos:R:3
C 3.63202 3.28971 0.79927
C 4.31736 4.28024 1.73549
C 3.95417 5.77046 1.46985
O 4.10225 3.85973 3.11591
H 4.07845 2.31549 0.86517
H 3.76487 3.49641 -0.25256
H 2.55881 3.26823 0.93617
H 5.36558 4.24391 1.54306
H 4.29142 6.04602 0.45797
H 4.42373 6.35963 2.22436
H 2.91656 6.05223 1.52302
H 4.06374 4.67383 3.69238
C -1.68177 6.79161 1.29214
C -1.40801 5.46954 0.63084
C 0.18149 5.22760 0.71328
O -2.06338 4.40108 1.28599
H -1.69497 6.63925 2.37355
H -2.68332 7.06102 1.05351
H -1.08305 7.69648 0.93988
H -1.77185 5.42578 -0.41101
H 0.55850 5.72207 1.60723
H 0.72392 5.59594 -0.13666
H 0.49383 4.20165 0.73308
H -3.02073 4.55433 1.50473
C -0.80012 -6.14595 0.45382
C -0.88989 -5.26087 1.67195
C -1.18606 -6.08851 2.93526
O 0.37865 -4.61039 1.79725
H -1.71767 -6.61066 0.06301
H -0.10012 -6.91583 0.60167
H -0.30743 -5.60132 -0.33687
H -1.67344 -4.49654 1.54060
H -0.89351 -5.48528 3.77248
H -0.71993 -7.01797 2.97817
H -2.28230 -6.30075 3.09989
H 0.14505 -3.68077 1.98595
C -0.37492 3.35532 -5.00008
C 0.91536 2.70060 -4.33295
C 0.91350 2.76281 -2.81911
O 1.10108 1.33113 -4.78478
H -1.25974 2.80397 -4.78814
H -0.25107 3.33963 -6.09646
H -0.37771 4.46176 -4.65767
H 1.87228 3.11100 -4.68355
H 1.88086 2.28659 -2.53475
H 0.04757 2.17093 -2.51511
H 0.76379 3.69413 -2.25567
H 0.22046 0.89940 -4.60904
C 5.88048 -1.52954 0.34851
C 5.80071 -0.77977 -0.95421
C 6.82778 0.33248 -0.94750
O 5.99125 -1.64611 -2.09310
H 5.31427 -2.49779 0.22485
H 5.39935 -0.89296 1.04614
H 6.87131 -1.77960 0.71771
H 4.79501 -0.31658 -0.99953
H 7.77133 -0.19363 -0.83416
H 6.71687 0.87215 0.00446
H 6.86740 0.90773 -1.86944
H 6.18754 -0.99288 -2.74034
C -0.82237 2.16338 5.57271
C -2.29914 2.04350 5.02591
C -2.53603 0.75355 4.29494
O -3.25876 2.15166 6.10076
H -0.83260 2.93395 6.29635
H -0.07690 2.35489 4.80078
H -0.63367 1.24318 6.05900
H -2.42075 2.85944 4.28153
H -1.62529 0.49178 3.77671
H -3.37962 0.69936 3.63080
H -2.72288 -0.01169 5.08080
H -3.75856 2.96572 5.93473
C -0.92659 -0.67682 -0.58472
C 0.28749 -0.80986 0.37643
C 0.85215 0.60933 0.69770
O -0.12901 -1.37746 1.65715
H -1.28008 -1.73985 -0.82210
H -0.61655 -0.24314 -1.50565
H -1.71038 -0.12318 -0.15021
H 1.04383 -1.51115 -0.02732
H 1.78409 0.58979 1.21699
H 0.09339 1.00191 1.32153
H 0.93671 1.21166 -0.18430
H 0.11428 -0.70413 2.30086
C -6.07882 -0.53756 0.74966
C -5.55023 -1.97861 0.84784
C -4.89646 -2.25657 -0.55314
O -4.57158 -3.59094 -0.74430
C -3.80225 -3.77714 -1.93047
N -4.62660 -2.05492 1.94636
H -5.27148 0.22868 0.67358
H -6.68566 -0.45305 1.61426
H -6.66813 -0.31363 -0.14744
H -6.40426 -2.64104 1.01772
H -3.98964 -1.51513 -0.58582
H -5.62199 -1.94683 -1.34141
H -3.66194 -4.86985 -1.90726
H -2.77969 -3.27601 -1.87905
H -4.34821 -3.52145 -2.87643
H -3.83307 -1.51019 1.68860
H -4.23385 -2.96018 2.19937
C 1.89827 -2.82887 -2.76725
C 0.73322 -3.78851 -2.49283
C -0.20340 -3.78408 -3.68720
O -1.14444 -2.67708 -3.46954
C -1.96154 -2.38413 -4.60532
N 1.36698 -5.16640 -2.53151
H 1.63557 -1.78844 -2.65727
H 2.32222 -3.00019 -3.78987
H 2.67871 -3.14157 -2.00423
H 0.14008 -3.60168 -1.59564
H -0.75211 -4.67579 -3.85004
H 0.30293 -3.53484 -4.61445
H -2.56975 -3.25525 -4.80161
H -1.34523 -2.11007 -5.46450
H -2.69559 -1.50879 -4.46872
H 1.96946 -5.36140 -1.75962
H 0.71809 -5.92247 -2.44982
```

Summary:
SMILES: COC[C@H](C)N.COC[C@H](C)N.CC(C)O.CC(C)O.CC(C)O.CC(C)O.CC(C)O.CC(C)O.CC(C)O
Gap between HOMO and LUMO, eV: 9.29


Below is 8 unconnected molecules or ions with the total composition C29H79N5O8 at a distorted geometry, with properties calculated with wB97M-V/def2-TZVPD.

```
121
Properties=species:S:1:pos:R:3
C 17.03701 12.45911 15.48989
C 17.98272 11.75246 16.37278
C 18.14203 10.32223 16.05136
O 19.21572 12.34608 16.21942
H 17.40497 12.35330 14.45743
H 16.95372 13.54925 15.67264
H 16.03082 12.08775 15.58586
H 17.60404 11.76522 17.42106
H 18.77408 9.82178 16.83343
H 18.74128 10.16940 15.16324
H 17.16064 9.89154 15.92811
H 19.18749 13.31521 16.25563
C 14.81122 18.14501 16.19756
C 14.00595 16.88214 15.76860
C 14.92867 15.95423 14.98558
O 13.44969 16.14239 16.88382
H 15.65095 17.78112 16.87404
H 14.34497 18.88408 16.83214
H 15.15082 18.50311 15.26647
H 13.21009 17.21673 15.11873
H 15.32291 16.40179 14.06748
H 14.34141 15.05594 14.59111
H 15.70574 15.53726 15.66190
H 14.14957 15.71361 17.38904
C 13.40902 10.49908 15.98316
C 12.77221 11.65656 16.63815
C 13.58424 12.94222 16.63924
O 11.45160 11.73295 16.10102
H 13.21634 10.51460 14.88448
H 12.88082 9.56822 16.22051
H 14.48831 10.38820 16.19158
H 12.67822 11.37121 17.73558
H 14.55455 12.93811 17.13532
H 12.87898 13.65295 17.09369
H 13.80991 13.27506 15.62591
H 11.13590 12.66748 16.12011
C 15.46681 12.92711 12.54626
C 15.99326 11.81366 11.60504
C 14.87025 10.70461 11.37107
O 14.41084 10.12187 12.50180
C 15.45215 9.44921 13.22389
N 16.36125 12.42536 10.36356
H 14.74981 13.60310 12.13852
H 16.28972 13.57610 12.87268
H 15.01197 12.47866 13.42173
H 16.93772 11.46110 12.05311
H 15.16689 10.01131 10.57564
H 13.96192 11.25554 10.91487
H 16.26069 10.02223 13.60429
H 15.86570 8.69565 12.53295
H 14.98013 8.96542 14.07832
H 16.19664 13.39504 10.16966
H 17.29171 12.13038 10.05540
C 9.41246 16.81218 16.81863
C 9.26254 15.29860 16.49993
C 9.42626 14.98224 14.99528
O 8.24206 15.47822 14.29310
C 8.37283 15.38854 12.88740
N 10.27149 14.47781 17.17897
H 8.61008 17.35669 16.36345
H 10.33630 17.15422 16.34858
H 9.49150 16.87535 17.87149
H 8.24961 14.94590 16.72892
H 9.53147 13.91297 14.91312
H 10.33536 15.41246 14.59913
H 9.35828 15.71080 12.48504
H 7.63621 15.97374 12.40471
H 8.36452 14.35852 12.55900
H 9.94533 13.93055 17.98558
H 11.07371 14.98951 17.44591
C 13.15425 16.50982 21.17646
C 12.64105 15.42646 20.18433
C 13.64086 14.30805 20.13462
O 14.83022 14.65665 19.46964
C 15.64840 13.54283 19.42233
N 11.28931 15.03212 20.57094
H 13.14971 16.07246 22.15294
H 12.44253 17.32149 21.17628
H 14.14828 16.95953 20.89333
H 12.54099 15.81205 19.18718
H 13.14011 13.46020 19.62217
H 13.77118 14.06262 21.18058
H 14.98432 12.68559 19.36946
H 16.31119 13.52850 20.23316
H 16.31148 13.59590 18.56984
H 10.56443 15.49985 19.97365
H 11.00778 15.01316 21.52492
C 11.03487 6.96132 9.33506
C 12.12496 7.57338 10.22050
C 11.69763 7.67597 11.67703
O 10.57657 8.49918 11.76739
C 10.42284 9.02464 13.02676
N 13.33264 6.78310 10.23061
H 11.16860 5.88385 9.45518
H 11.07225 7.14162 8.20739
H 10.07233 7.32996 9.73546
H 12.30944 8.64178 9.91208
H 12.45411 8.07234 12.32826
H 11.44129 6.71727 12.04140
H 10.14962 8.26434 13.75981
H 9.50937 9.72280 13.00815
H 11.31240 9.52612 13.41934
H 13.78287 6.87541 9.31631
H 14.00846 7.23488 10.88124
C 8.88278 14.60047 8.73540
C 10.18259 13.95543 8.23230
C 10.60766 12.81326 9.22969
O 11.03868 13.39332 10.43066
C 10.97917 12.55064 11.54917
N 10.09439 13.48836 6.94073
H 8.55119 14.13393 9.63323
H 8.02291 14.62883 8.06128
H 9.08480 15.66591 9.01273
H 11.00403 14.63433 8.36399
H 11.47687 12.27380 8.83460
H 9.86603 12.02283 9.40717
H 10.00008 12.70341 11.95109
H 11.73087 12.77615 12.30695
H 11.00931 11.54499 11.28008
H 9.25873 12.87754 6.84370
H 10.90855 13.18360 6.41853
```

Summary:
SMILES: COC[C@H](C)N.COC[C@H](C)N.COC[C@H](C)N.COC[C@H](C)N.COC[C@H](C)N.CC(C)O.CC(C)O.CC(C)O
Gap between HOMO and LUMO, eV: 9.10


Below is 10 unconnected molecules or ions with the total composition C29H80N2O10 at a distorted geometry, with properties calculated with wB97M-V/def2-TZVPD.

```
121
Properties=species:S:1:pos:R:3
C -22.79628 1.96543 15.06105
C -22.74890 0.49419 14.89214
C -21.38387 -0.09829 14.60656
O -23.23652 -0.25356 15.98516
H -22.17973 2.35879 15.86929
H -23.79311 2.40143 15.12677
H -22.38130 2.48369 14.19659
H -23.31648 0.21200 14.00540
H -21.44316 -0.99572 13.99076
H -20.89736 -0.40574 15.53224
H -20.73263 0.64684 14.14965
H -23.51318 -1.08640 15.59603
C -30.70182 0.01305 9.72312
C -31.54695 -0.20426 10.95278
C -31.21916 -1.55777 11.67954
O -31.31031 0.87049 11.81617
H -30.68372 1.07904 9.49632
H -30.94802 -0.62401 8.87362
H -29.66459 -0.20160 9.98040
H -32.56020 -0.04146 10.58550
H -30.99298 -2.36312 10.98072
H -32.08223 -1.79857 12.30021
H -30.30182 -1.30148 12.20953
H -32.15334 1.04010 12.24293
C -27.74169 4.56409 17.92496
C -27.16772 3.20006 17.90652
C -26.08578 2.92653 16.83470
O -26.53639 2.97660 19.09452
H -27.18989 5.34867 18.44269
H -28.66176 4.49520 18.50532
H -27.98575 4.96437 16.94092
H -27.93735 2.43915 17.77695
H -25.50579 2.00378 16.81837
H -25.29589 3.67730 16.85795
H -26.49525 3.03681 15.83057
H -27.13256 2.35428 19.51749
C -21.30443 1.73258 10.60952
C -21.78152 0.39887 10.14892
C -23.20791 -0.04864 10.61452
O -21.79008 0.49655 8.73781
H -21.97417 2.47698 10.17890
H -20.27277 1.96709 10.34723
H -21.29511 1.83664 11.69449
H -21.06353 -0.40714 10.30038
H -23.21182 -0.22273 11.69052
H -23.69008 -0.82192 10.01649
H -23.91983 0.76568 10.47979
H -22.12135 1.35906 8.47715
C -29.11433 -4.45795 12.11207
C -27.79729 -4.87945 12.92255
C -28.07576 -5.67748 14.22574
O -27.00021 -5.61521 12.05613
H -29.69951 -5.28564 11.71134
H -28.77859 -3.78478 11.32324
H -29.77701 -3.85766 12.73544
H -27.30983 -3.94459 13.19917
H -27.25245 -5.52008 14.92252
H -28.22517 -6.71858 13.93958
H -28.99436 -5.39685 14.74100
H -26.09602 -5.57533 12.37622
C -28.84070 3.43002 9.51614
C -29.06281 4.50337 10.61353
C -30.46969 4.66717 11.07887
O -28.14296 4.27878 11.71493
H -29.51664 3.73339 8.71666
H -29.07328 2.44810 9.92827
H -27.80206 3.28901 9.21706
H -28.81549 5.44005 10.11395
H -30.60918 5.49875 11.76962
H -30.81162 3.74688 11.55241
H -31.16621 4.72634 10.24255
H -28.27028 3.37976 12.02661
C -26.07164 1.45487 5.32991
C -26.35392 1.55275 6.81478
C -25.53549 0.53829 7.67142
O -26.14634 2.89622 7.19968
H -25.20054 2.02872 5.01374
H -26.89607 1.86959 4.74988
H -25.97337 0.38949 5.12161
H -27.41538 1.38874 7.00054
H -25.75236 0.77934 8.71207
H -24.47680 0.57329 7.41443
H -25.87315 -0.46976 7.43074
H -26.37123 3.44212 6.44270
O -24.24030 -2.27221 14.47990
H -24.51528 -3.15506 14.23254
H -24.78700 -1.69299 13.94900
C -28.37432 -2.66940 8.12035
C -27.42373 -3.17361 7.05060
C -25.95390 -3.39239 7.73417
O -25.86043 -4.45490 8.70646
C -24.58282 -4.53433 9.24929
N -27.90988 -4.43867 6.48818
H -28.12560 -1.75200 8.65384
H -28.42970 -3.34497 8.97397
H -29.38224 -2.61246 7.70932
H -27.38623 -2.42960 6.25488
H -25.73638 -2.43850 8.21465
H -25.25219 -3.50351 6.90751
H -23.89410 -4.80572 8.44922
H -24.67634 -5.34184 9.97543
H -24.19989 -3.62579 9.71408
H -27.80216 -5.14387 7.20315
H -28.89784 -4.29862 6.33188
C -26.08682 1.80011 12.42307
C -27.37773 0.98585 12.27801
C -27.34287 -0.34927 13.04337
O -26.17566 -1.15666 12.65577
C -26.32799 -1.79562 11.37871
N -28.50234 1.77259 12.76574
H -26.01063 2.00875 13.49021
H -26.10690 2.72116 11.84052
H -25.22486 1.20062 12.13025
H -27.55622 0.76585 11.22548
H -28.24220 -0.92678 12.82939
H -27.29268 -0.16632 14.11674
H -25.38368 -2.31479 11.21494
H -26.49254 -1.07979 10.57334
H -27.13585 -2.50659 11.20553
H -29.38347 1.31722 12.57512
H -28.51803 1.80804 13.77500
```

Summary:
SMILES: COC[C@H](C)N.COC[C@H](C)N.CC(C)O.CC(C)O.CC(C)O.CC(C)O.CC(C)O.CC(C)O.CC(C)O.O
Gap between HOMO and LUMO, eV: 9.58


Below is a molecular structure, C29H80N4O9 at a distorted geometry, with properties calculated with wB97M-V/def2-TZVPD.

```
122
Properties=species:S:1:pos:R:3
C 4.35003 2.47416 0.74826
C 3.50185 1.25067 1.30421
C 2.03010 1.25443 1.15012
O 3.93151 0.08219 0.69564
H 4.28095 2.58790 -0.33359
H 5.35265 2.56495 1.16613
H 3.90553 3.40594 1.09798
H 3.57217 0.98534 2.35908
H 1.58669 2.11449 1.65190
H 1.64138 0.25595 1.35020
H 1.64676 1.48537 0.15623
H 4.82064 -0.07961 1.01945
C -2.73397 3.38403 -1.39529
C -1.43060 3.90068 -0.93193
C -0.46123 2.91332 -0.41963
O -0.84050 4.51646 -2.05087
H -3.31388 4.20290 -1.82105
H -3.41985 2.87541 -0.71781
H -2.49320 2.64260 -2.15714
H -1.69858 4.59249 -0.13338
H -0.94050 2.10683 0.13532
H 0.27118 3.44179 0.19062
H -0.00019 2.37604 -1.24841
H 0.09083 4.39069 -1.85492
C 0.71664 3.33903 -3.95772
C 1.45477 2.99781 -2.63278
C 2.97940 3.22713 -2.72294
O 0.96481 3.86495 -1.65245
H 1.22936 3.04445 -4.87338
H 0.69291 4.40510 -4.18361
H -0.27990 2.92528 -4.11205
H 1.37363 1.94291 -2.37069
H 3.56029 3.02284 -1.82353
H 3.15356 4.24221 -3.07983
H 3.50834 2.62633 -3.46279
H 1.26531 3.66283 -0.76338
C 1.69161 -1.32067 -2.41510
C 2.91559 -1.01450 -1.53811
C 3.82141 0.02500 -2.24862
O 2.37299 -0.50404 -0.34264
H 1.99459 -1.73737 -3.37565
H 1.20511 -0.38017 -2.67373
H 0.90322 -1.91376 -1.95164
H 3.52125 -1.90192 -1.35432
H 4.21904 -0.36149 -3.18703
H 4.70190 0.04257 -1.60634
H 3.42350 1.03656 -2.32934
H 3.03543 0.03627 0.09421
C 2.48631 -3.87381 1.24359
C 2.15539 -2.42489 1.71917
C 3.27629 -1.38913 1.76620
O 4.26628 -1.80325 2.69053
C 3.88499 -1.68818 4.06809
N 1.10566 -1.89747 0.83835
H 1.52166 -4.38127 1.24957
H 3.24792 -4.44961 1.76941
H 2.74628 -3.78844 0.18849
H 1.70660 -2.49853 2.70976
H 2.91527 -0.42448 2.12286
H 3.75371 -1.32447 0.78845
H 3.43445 -0.73293 4.33757
H 4.80920 -1.77440 4.63949
H 3.15011 -2.46047 4.29527
H 0.53279 -1.26403 1.37749
H 1.39481 -1.44883 -0.01910
C -5.56905 3.42952 -0.45619
C -5.66448 1.86893 -0.48262
C -4.76721 1.08237 0.57179
O -3.42617 1.20334 0.26224
C -2.89365 0.60184 -0.93264
N -7.13241 1.60995 -0.20914
H -5.31603 3.80850 0.53399
H -6.53672 3.77252 -0.82235
H -4.82949 3.76339 -1.18397
H -5.37956 1.51222 -1.47242
H -4.91444 0.00312 0.53123
H -4.90771 1.50055 1.56853
H -1.81740 0.77444 -0.93471
H -3.41379 0.98281 -1.81151
H -3.08656 -0.45703 -0.76036
H -7.12288 1.73268 0.79333
H -7.29450 0.62050 -0.33082
C -1.28909 -2.96866 -2.74475
C -1.90087 -2.49812 -1.38163
C -0.84862 -2.97763 -0.34639
O -0.94820 -4.31072 -0.08058
C -0.14747 -4.75130 0.98439
N -1.71985 -1.05972 -1.33380
H -0.86271 -3.96573 -2.63457
H -0.45660 -2.34010 -3.06093
H -2.09430 -2.99274 -3.47902
H -2.91742 -2.86191 -1.23197
H -1.02200 -2.46612 0.60040
H 0.18899 -2.78382 -0.61825
H 0.90219 -4.57018 0.75306
H -0.22374 -5.83372 0.88115
H -0.46819 -4.52802 2.00193
H -1.76202 -0.60697 -0.43194
H -0.85268 -0.77735 -1.76783
C -1.37015 0.08925 1.19091
C -1.55398 -0.77874 2.50942
C -2.05441 -2.33467 2.36351
O -2.11716 -2.91782 3.65716
C -1.62441 -4.30184 3.64806
N -0.32808 -0.87543 3.22555
H -0.40121 -0.17896 0.76982
H -1.26987 1.09946 1.58779
H -2.05136 0.02120 0.34272
H -2.19673 -0.33223 3.26810
H -1.25886 -2.78905 1.77297
H -3.02091 -2.45476 1.87406
H -2.02056 -4.97228 2.88539
H -1.67668 -4.82939 4.60045
H -0.55818 -4.26599 3.42449
H -0.22291 -1.77026 3.68196
H -0.34602 -0.20128 3.97742
C -0.20101 0.76944 -0.44756
O 0.17582 -0.56018 -0.41908
H -0.15060 1.22908 0.53950
H 0.44875 1.30292 -1.14133
H -1.25163 0.74030 -0.73643
H 1.08221 -0.61369 -0.73085
```

Summary:
Gap between HOMO and LUMO, eV: 7.20


Number 1: HOMO energy -0.3305 Eh. Number 2: HOMO energy -0.3172 Eh. Number 3: HOMO energy -0.3437 Eh. Number 4: HOMO energy -0.2589 Eh.